# 1
14
Properties=species:S:1:pos:R:3:forces:R:3:lowdin_charge:R:1 method="wB97M-V/def2-TZVPD" molar_mass_da=117.177 orbital_gap_ev=9.040 total_charge=0 homo_energy_ha=-0.3126 energy_ev=-18527.624 relative_energy_kcal_mol=65.6 fmax_ha_per_bohr=0.09468 lumo_ev=0.535
N 2.376 -0.832 -0.070 3.9596 -0.7984 2.7182 -0.066
C 0.975 -0.610 0.020 -1.2561 -0.0408 1.3096 -0.363
C 0.581 0.646 -0.679 0.1051 0.7540 -0.5219 -0.145
N -0.469 1.380 -0.606 0.6743 -0.1762 -0.3278 0.035
N -1.585 1.087 0.147 -0.5850 2.8032 1.4744 -0.125
C -2.420 0.067 0.257 -0.7864 -0.2494 -0.6950 -0.762
S -2.226 -1.370 -0.452 -0.2226 -0.9870 -0.0224 0.624
H 2.613 -1.717 0.524 -0.5835 1.9753 -1.6590 0.117
H 3.034 -0.112 0.379 -1.6692 -0.9825 -0.8117 0.098
H 0.513 -0.540 1.074 0.5539 -0.3522 -1.2571 0.134
H 0.659 -1.523 -0.483 -1.2999 0.3132 0.0975 0.084
H 1.416 1.115 -1.283 -1.1202 -0.5383 0.4698 0.131
H -2.105 1.953 0.451 1.5421 -0.9043 -0.7373 0.157
H -3.362 0.456 0.720 0.6878 -0.8165 -0.0372 0.081

---

# 2
14
Properties=species:S:1:pos:R:3:forces:R:3:lowdin_charge:R:1 method="wB97M-V/def2-TZVPD" molar_mass_da=117.177 orbital_gap_ev=8.053 total_charge=0 homo_energy_ha=-0.2899 energy_ev=-18525.933 relative_energy_kcal_mol=104.6 fmax_ha_per_bohr=0.08137 lumo_ev=0.165
C -0.223 -0.309 1.424 0.2259 -1.8973 0.5502 -0.448
C 1.212 0.026 1.682 -0.7915 1.6673 0.4661 -0.086
C -0.356 0.139 -2.255 3.5153 -2.1043 -0.8487 -0.318
N -0.962 0.725 1.024 -1.1205 0.1938 -0.7019 -0.096
N -1.558 1.201 0.190 -0.0698 0.1263 -0.1111 0.259
N -1.235 -0.565 -1.413 -1.1734 -0.9102 1.6193 -0.553
S -0.592 -1.593 -0.346 -0.3020 0.7282 -0.6076 0.751
H -0.706 -0.993 2.147 0.0129 0.7957 -0.4070 0.114
H 1.304 1.110 1.540 0.1938 -0.0918 0.4198 0.087
H 1.821 -0.358 0.922 1.0375 -1.1274 -0.7259 0.046
H 1.476 -0.236 2.696 0.4798 -0.1233 0.0623 0.076
H 0.720 -0.026 -1.908 -0.9384 0.8489 -0.3046 0.066
H -0.293 -0.251 -3.292 -0.5509 -0.3457 0.3670 0.074
H -0.607 1.130 -2.412 -0.5186 2.2396 0.2222 0.028

---

# 3
14
Properties=species:S:1:pos:R:3:forces:R:3:lowdin_charge:R:1 method="wB97M-V/def2-TZVPD" molar_mass_da=117.177 orbital_gap_ev=9.494 total_charge=0 homo_energy_ha=-0.3194 energy_ev=-18526.350 relative_energy_kcal_mol=95.0 fmax_ha_per_bohr=0.07728 lumo_ev=0.803
C -2.379 -0.693 -0.310 -0.4934 1.2725 2.1816 -0.045
N -1.503 0.074 -0.868 -1.2168 -3.7748 -0.2472 -0.049
N -1.186 1.305 -0.712 -2.7768 -0.1282 -0.5647 -0.004
C -0.149 1.839 -0.308 2.0870 -0.4901 1.7381 -0.224
C 1.041 1.212 0.373 -1.5718 -2.8697 1.2009 -0.484
S 2.115 0.232 -0.694 -0.8321 -0.6416 -0.0778 0.792
N 1.428 -1.336 -0.318 0.9347 2.0012 1.6600 -0.309
H -2.984 -0.507 0.646 1.0909 1.0671 -0.9525 0.071
H -2.741 -1.713 -0.510 1.3372 0.3766 -1.5140 0.052
H -0.184 2.870 -0.416 0.3951 1.9767 -0.1602 0.082
H 1.685 1.825 0.893 1.2562 2.4187 0.4861 0.014
H 0.771 0.559 1.322 0.0005 0.6814 -2.2384 0.124
H 1.298 -1.920 -1.080 -0.3624 -0.9583 -2.0160 -0.013
H 2.173 -1.702 0.236 0.1516 -0.9314 0.5042 -0.007